No. 1
A 2-piece molecular cluster, C4H7NO overall in a non-equilibrium geometry. Source: OMol25; level of theory: ωB97M-V/def2-TZVPD.

Atoms and positions in Å:
C -1.3622 0.3432 0.1992
C -1.4156 -0.9829 -0.1745
N -1.5135 -2.1293 -0.5146
H -1.5712 1.0104 -0.6319
H -2.0357 0.6117 1.0070
H -0.7449 -2.7885 -0.4418
C 1.2890 1.3623 -0.4252
C 0.6902 0.5454 0.4957
O 0.8850 -0.9645 0.3965
H 2.0593 2.0555 -0.1313
H 0.9556 1.3458 -1.4535
H 0.9635 0.7553 1.5275
H 1.8004 -1.1644 0.1467

Results
- max |F| (eV/A) = 3.47
- HOMO (alpha / beta) (eV) = -7.16 / -7.16
- LUMO energy (alpha / beta) (eV) = 0.214 / 0.214
- SMILES string = C=C=N.C=CO
- energy above the lowest of the compared OMol25 structures with the same formula, charge and spin (kJ/mol) = 556.5
- gap between HOMO and LUMO (alpha / beta) (eV) = 7.37 / 7.37

=====

No. 2
One molecule with the formula C4H7NO. Source: OMol25; level of theory: ωB97M-V/def2-TZVPD.

Atoms and positions in Å:
O -2.8386 0.1614 1.0041
C -1.8695 -0.2770 0.4330
C -0.5157 0.3602 0.6760
N 0.6179 0.0250 -0.2102
C 0.3822 -0.6541 -1.3336
C 1.7852 0.5078 0.2106
H -1.9474 -1.1610 -0.2222
H -0.2133 0.0978 1.6951
H -0.6593 1.4426 0.6456
H 1.2256 -0.8263 -1.9885
H -0.5422 -1.1890 -1.4671
H 2.6666 0.3100 -0.3839
H 1.7905 1.2184 1.0251

Results
- max |F| (eV/A) = 0.53
- HOMO (eV) = -7.12
- LUMO energy (eV) = 0.825
- energy above the lowest of the compared OMol25 structures with the same formula, charge and spin (kJ/mol) = 359.2
- gap between HOMO and LUMO (eV) = 7.94

=====

No. 3
C4H7NO as an isolated structure. Source: OMol25; level of theory: ωB97M-V/def2-TZVPD.

Atoms and positions in Å:
C -0.7572 0.3352 1.4634
C 1.1183 0.5451 -0.2747
C 1.0162 -0.9321 -0.7319
C -0.3914 -0.5184 -0.9742
O -1.1680 -0.5434 -1.8948
N -0.3872 0.5838 0.0523
H -1.7297 0.7888 1.6727
H -0.8182 -0.7412 1.6415
H 0.0280 0.7707 2.0855
H 1.2523 1.2260 -1.1215
H 1.5148 -1.2367 -1.6577
H 1.2211 -1.6638 0.0576
H -0.8990 1.3862 -0.3182

Results
- max |F| (eV/A) = 0.66
- HOMO (eV) = -7.38
- LUMO energy (eV) = 0.776
- energy above the lowest of the compared OMol25 structures with the same formula, charge and spin (kJ/mol) = 391.6
- gap between HOMO and LUMO (eV) = 8.16

=====

No. 4
One molecule with the formula C4H7NO in a non-equilibrium geometry. Source: OMol25; level of theory: ωB97M-V/def2-TZVPD.

Atoms and positions in Å:
O 2.2149 0.8056 0.0189
N 2.1587 -0.5581 -0.3718
C 0.9366 -0.9769 0.0635
C -0.0559 -0.0752 0.5726
C -1.4141 -0.3390 -0.3037
C -0.6108 0.8662 -0.3769
H 1.3752 0.7852 0.6229
H 0.6181 -1.9516 -0.0670
H -0.6531 -0.2552 1.5735
H -2.3430 -0.2654 0.2985
H -1.0501 -1.1393 -1.1535
H -0.0030 1.3171 -1.1226
H -1.1734 1.7867 0.2458

Results
- max |F| (eV/A) = 6.88
- HOMO (eV) = -9.32
- LUMO energy (eV) = 0.567
- SMILES string = O/N=C\C1CC1
- energy above the lowest of the compared OMol25 structures with the same formula, charge and spin (kJ/mol) = 595.4
- gap between HOMO and LUMO (eV) = 9.89

=====

Taking the records one at a time from the top gives M values of 85.1, 85.1, 85.1, 85.1 g mol⁻¹.